*P*
# C5H7N2

The ion C5H7N2 with charge +1 (ωB97M-V/def2-TZVPD, the OMol25 dataset).

Geometry as XYZ:
```
14
Properties=species:S:1:pos:R:3:mulliken_charge:R:1
C -2.25716 0.55645 0.44233 -0.937
C -1.52180 -0.68982 0.12644 0.214
N -1.33546 -1.89680 0.18787 -0.415
C -0.19406 -1.10330 -0.41794 0.223
N 1.03532 -0.67584 0.22275 0.001
C 1.85342 0.09064 0.89145 0.161
C 2.49297 -0.62672 -0.19479 -0.551
H -2.20479 1.17157 -0.38677 0.346
H -1.83760 1.13890 1.30376 0.314
H -3.27195 0.20081 0.67798 0.319
H -0.02027 -1.30843 -1.54853 0.363
H 1.83700 0.82795 1.62182 0.399
H 2.78499 -0.09211 -1.21419 0.262
H 3.08590 -1.41921 -0.00901 0.300
```

Summary:
LUMO (spin up / spin down) = -5.5 / -5.5 eV
Total charge = +1
HOMO-LUMO gap (spin up / spin down) = 8.82 / 8.82 eV

=====

*Q*
# C5H7N2

A structure of composition C5H7N2 (ωB97M-V/def2-TZVPD, the OMol25 dataset).

Geometry as XYZ:
```
14
Properties=species:S:1:pos:R:3:mulliken_charge:R:1
C -0.38821 1.62681 -0.01324 -0.427
C 0.86376 1.23692 0.01482 -0.290
C -1.25314 -0.17758 -0.00515 0.527
C -2.53405 -0.44032 0.01128 -0.693
C 2.24055 -0.71191 -0.00312 -0.062
N -0.07303 -0.86670 -0.00285 -0.266
N 1.07084 -0.16718 0.01225 0.289
H -0.95136 2.52846 -0.04000 0.392
H 1.75404 1.84524 0.03429 0.337
H -2.91236 -1.45128 0.02465 0.267
H -3.26942 0.34581 0.01387 0.258
H 2.34524 -1.78463 -0.02306 0.234
H 3.12902 -0.10375 0.00664 0.238
H -0.02190 -1.87990 -0.03039 0.195
```

Summary:
LUMO = -5.2 eV
Total charge = +1
HOMO-LUMO gap = 8.11 eV

=====

*R*
# C5H7N2

The ion C5H7N2 with charge +1 (ωB97M-V/def2-TZVPD, the OMol25 dataset).

Geometry as XYZ:
```
14
Properties=species:S:1:pos:R:3:mulliken_charge:R:1
C -0.26476 -1.52736 0.05337 0.008
C -2.12287 0.03447 0.08123 -0.544
C -0.04484 1.25605 -0.37428 -0.497
C 1.75107 -0.25109 0.69483 -0.362
C 0.99701 -1.03114 -0.35587 -0.003
N -1.30548 -0.93001 0.21210 -0.002
N 0.91256 0.35764 -0.23678 0.033
H -2.22572 0.67128 0.99250 0.337
H -2.89388 -0.01603 -0.61198 0.349
H -0.37698 1.13453 -1.41560 0.393
H -0.02961 2.27253 0.04632 0.383
H 1.28441 -0.47132 1.69467 0.285
H 2.91329 -0.10154 0.58998 0.276
H 1.40579 -1.39802 -1.37050 0.344
```

Summary:
LUMO (spin up / spin down) = -4.8 / -4.8 eV
Total charge = +1
HOMO-LUMO gap (spin up / spin down) = 8.62 / 8.61 eV

=====

Energy comparison, zero being the most stable, in kcal/mol: *P* 24.1; *Q* 0.0; *R* 33.8.

=====

*P*
# C4H7O2

The ion C4H7O2 with charge +1 (ωB97M-V/def2-TZVPD, the OMol25 dataset).

Geometry as XYZ:
```
13
Properties=species:S:1:pos:R:3:mulliken_charge:R:1
C -0.01346 1.42837 -1.41547 -0.761
C -1.50388 -0.71790 0.58313 0.010
C 0.03077 0.63780 -0.37696 0.561
C 1.08118 -0.25989 0.17514 -0.292
O 0.53138 -1.17630 1.03691 -0.549
O -1.13480 0.47951 0.38196 -0.216
H -1.01330 1.82504 -1.83586 0.250
H 0.93974 1.85618 -1.96071 0.260
H -1.77704 -1.08248 1.61216 0.326
H -1.21086 -1.49476 -0.20576 0.339
H 1.78982 0.18674 0.75575 0.410
H 1.61995 -0.80371 -0.72565 0.262
H 0.66050 -0.87859 1.97538 0.400
```

Summary:
LUMO = -5.8 eV
Total charge = +1
HOMO-LUMO gap = 9.16 eV

=====

*Q*
# C4H7O2

A cluster of 2 separate species, C4H7O2 in total (ωB97M-V/def2-TZVPD, the OMol25 dataset).

Geometry as XYZ:
```
13
Properties=species:S:1:pos:R:3:mulliken_charge:R:1
C -0.57703 -0.73115 -2.05722 -0.643
C 1.32134 0.99430 0.30846 -0.041
C 0.03253 -0.56097 -0.91661 0.438
C -1.05928 -0.23635 1.17073 -0.461
O -0.03746 0.54841 1.72622 -0.415
O 1.18572 -0.15074 -0.37657 -0.222
H 0.04759 -0.59894 -2.93191 0.262
H -1.59629 -1.14378 -2.32391 0.276
H 2.38128 0.90565 0.58263 0.338
H 0.78889 1.87064 0.10469 0.313
H -1.05062 -1.25507 1.31140 0.401
H -1.97136 0.22834 1.04996 0.348
H 0.53470 0.12968 2.35213 0.405
```

Summary:
LUMO (spin up / spin down) = -5.0 / -5.0 eV
Total charge = +1
HOMO-LUMO gap (spin up / spin down) = 9.00 / 9.00 eV

=====

Energy comparison, zero being the most stable, in kcal/mol: *P* 0.0; *Q* 52.6.

=====

*P*
# C4H7N2S

A cluster of 2 separate species, C4H7N2S in total (ωB97M-V/def2-TZVPD, the OMol25 dataset).

Geometry as XYZ:
```
14
Properties=species:S:1:pos:R:3:mulliken_charge:R:1
C 0.38569 0.05662 0.27988 0.267
C 3.31829 0.18624 0.26058 -0.081
C -1.76943 -0.61065 -0.25261 -0.474
C -1.98113 0.87304 0.01185 -0.489
N 2.45962 -0.54330 -0.16861 -0.241
N -0.36702 -0.94863 0.10562 -0.125
S -0.26153 1.61840 0.25534 0.003
H 4.14561 -0.13847 -0.30808 0.308
H 3.25694 1.09776 0.80222 0.286
H -2.29605 -1.51623 0.23344 0.304
H -1.86952 -0.83397 -1.34156 0.257
H -2.48139 1.43128 -0.73284 0.399
H -2.44564 1.19920 0.95857 0.338
H -0.09445 -1.87128 -0.10380 0.247
```

Summary:
LUMO = -5.3 eV
Total charge = +1
HOMO-LUMO gap = 8.71 eV

=====

*Q*
# C4H7N2S

The ion C4H7N2S with charge +1 (ωB97M-V/def2-TZVPD, the OMol25 dataset).

Geometry as XYZ:
```
14
Properties=species:S:1:pos:R:3:mulliken_charge:R:1
C 0.03115 1.40906 -0.21242 0.187
C -0.38780 -1.56821 -0.13557 -0.055
C 0.60995 -0.91249 -1.01886 -0.188
C -0.48097 -0.04287 1.59549 -0.903
N 0.66012 0.53258 -0.98346 -0.171
N -0.54142 1.18382 0.90996 -0.056
S -1.10695 -2.96084 -0.02151 -0.127
H 0.25633 2.51533 -0.53578 0.286
H 1.61763 -1.25869 -1.05685 0.361
H 0.21038 -1.22348 -2.10826 0.307
H -1.28623 -0.31393 2.21661 0.424
H 0.49784 -0.40327 1.75390 0.450
H 0.83916 1.03691 -1.76591 0.219
H -0.91918 2.00608 1.36268 0.267
```

Summary:
LUMO (spin up / spin down) = -4.6 / -4.6 eV
Total charge = +1
HOMO-LUMO gap (spin up / spin down) = 7.49 / 7.49 eV

=====

Energy comparison, zero being the most stable, in kcal/mol: *P* 17.7; *Q* 0.0.

=====

*P*
# C4H7N2S

The ion C4H7N2S with charge +1 (ωB97M-V/def2-TZVPD, the OMol25 dataset).

Geometry as XYZ:
```
14
Properties=species:S:1:pos:R:3:mulliken_charge:R:1
C -0.16537 0.75435 -1.18346 -0.471
C -0.68321 -0.54839 -0.99790 0.085
C -0.31382 -1.42251 1.35486 -0.018
C 0.54623 1.29175 -0.19187 0.028
N -0.85502 -1.37622 0.04223 -0.163
N 0.65803 -0.74354 1.80299 -0.498
S 1.31436 2.83829 -0.26658 -0.134
H -0.12551 1.07700 -2.20079 0.366
H -1.02426 -0.97297 -1.94014 0.326
H -0.82646 -2.15999 1.99232 0.353
H 1.01525 0.85572 0.67479 0.411
H -1.51082 -2.01643 -0.30481 0.233
H 0.98810 -1.23221 2.65193 0.264
H 0.98250 3.65515 -1.43358 0.219
```

Summary:
LUMO (spin up / spin down) = -5.6 / -5.6 eV
Total charge = +1
HOMO-LUMO gap (spin up / spin down) = 8.03 / 8.03 eV

=====

*Q*
# C4H7N2S

The ion C4H7N2S with charge +1 (ωB97M-V/def2-TZVPD, the OMol25 dataset).

Geometry as XYZ:
```
14
Properties=species:S:1:pos:R:3:mulliken_charge:R:1
C 3.16506 0.05878 -0.28020 -0.096
N 2.34013 -0.29020 0.57567 -0.312
C 0.64217 0.27069 0.40864 0.007
N -0.18963 0.24135 1.38650 -0.055
C -1.54351 0.09866 1.33256 0.413
C -2.16952 0.35456 -0.00562 -0.941
S -2.48113 0.15102 2.68989 -0.113
H 4.16240 -0.27233 0.07592 0.270
H 3.09287 0.71552 -1.12140 0.288
H 0.13723 0.07601 -0.56915 0.249
H 0.24934 0.25413 2.36468 0.376
H -2.78697 -0.49869 -0.42768 0.310
H -2.90672 1.25423 0.04474 0.302
H -1.40771 0.54320 -0.67409 0.302
```

Summary:
LUMO (spin up / spin down) = -6.5 / -6.5 eV
Total charge = +1
HOMO-LUMO gap (spin up / spin down) = 7.08 / 7.08 eV

=====

Energy comparison, zero being the most stable, in kcal/mol: *P* 0.0; *Q* 49.8.

=====

*P*
# C4H7N2S

The ion C4H7N2S with charge +1 (ωB97M-V/def2-TZVPD, the OMol25 dataset).

Geometry as XYZ:
```
14
Properties=species:S:1:pos:R:3:mulliken_charge:R:1
C 0.76085 0.38075 1.50980 -0.119
C 0.61714 1.06168 0.40334 -0.425
N 0.36446 0.50597 -0.93463 -0.136
C -1.08594 0.18072 -1.14449 -0.456
S -1.39767 -1.53432 -0.43521 0.014
C -0.09595 -1.68585 0.72893 -0.098
N 0.58593 -0.97195 1.54303 -0.493
H 1.13383 0.74591 2.41801 0.486
H 0.87010 2.17342 0.50301 0.302
H 0.95300 -0.34832 -0.87978 0.367
H 0.53841 1.13752 -1.68180 0.392
H -1.90786 0.93659 -0.92959 0.376
H -1.34836 0.13391 -2.19752 0.410
H 0.01207 -2.71604 1.09690 0.380
```

Summary:
LUMO = -4.2 eV
Total charge = +1
HOMO-LUMO gap = 9.47 eV

=====

*Q*
# C4H7N2S

A cluster of 2 separate species, C4H7N2S in total (ωB97M-V/def2-TZVPD, the OMol25 dataset).

Geometry as XYZ:
```
14
Properties=species:S:1:pos:R:3:mulliken_charge:R:1
C 1.51397 -1.05830 -2.87565 -0.457
C 0.72064 -0.17007 -2.34450 -0.049
C -1.01096 0.19746 1.94377 0.265
C 0.22784 -0.60098 -0.08473 0.015
N -1.37666 1.29547 2.50391 -0.242
N -0.33668 0.32217 0.76196 -0.208
S 0.83369 -2.02341 0.15072 -0.272
H 1.68992 -1.05059 -3.89167 0.338
H 1.76339 -1.73068 -2.09019 0.102
H 0.10777 0.68909 -2.22987 0.359
H -1.03865 -0.74565 2.44175 0.365
H -1.79397 1.41697 3.41029 0.251
H -1.14641 2.14286 1.97170 0.221
H -0.15388 1.31565 0.33251 0.311
```

Summary:
LUMO = -4.8 eV
Total charge = +1
HOMO-LUMO gap = 6.84 eV

=====

Energy comparison, zero being the most stable, in kcal/mol: *P* 0.0; *Q* 48.3.

=====

*P*
# C3H4BrNO

The molecule C3H4BrNO (ωB97M-V/def2-TZVPD, the OMol25 dataset).

Geometry as XYZ:
```
10
Properties=species:S:1:pos:R:3:mulliken_charge:R:1
C -0.88268 0.50950 -0.03594 -0.041
C -0.34482 1.23941 -0.95312 -0.423
C -0.34700 -0.75611 0.56730 -0.378
N 1.54040 -0.54217 -0.85314 -0.177
O 0.52230 -1.35390 -0.31528 -0.154
Br 2.62128 0.26455 0.40052 -0.014
H -1.93305 0.71655 0.47858 0.250
H -0.17432 2.09327 -1.52039 0.400
H 0.20479 -0.57354 1.58274 0.251
H -1.20690 -1.59755 0.64874 0.288
```

Summary:
LUMO (spin up / spin down) = -0.2 / -0.6 eV
HOMO-LUMO gap (spin up / spin down) = 9.04 / 8.04 eV

=====

*Q*
# C3H4BrNO

A cluster of 2 separate species, C3H4BrNO in total (ωB97M-V/def2-TZVPD, the OMol25 dataset).

Geometry as XYZ:
```
10
Properties=species:S:1:pos:R:3:mulliken_charge:R:1
C 0.81490 -1.91478 -0.02941 -0.343
N -0.02035 -1.03471 -0.56514 0.124
O 0.06650 -0.07700 -1.40554 -0.539
H 0.51366 -2.51328 0.82225 0.217
H 1.89623 -1.90748 -0.20619 0.277
H -0.95360 -1.44173 -0.35581 0.265
C -0.59819 2.30130 -0.34154 0.046
C -0.67444 2.19457 0.85312 -0.514
Br -0.57625 2.25411 2.57989 -0.016
H -0.46845 2.13899 -1.35164 0.485
```

Summary:
LUMO (spin up / spin down) = 0.6 / 0.6 eV
HOMO-LUMO gap (spin up / spin down) = 9.62 / 9.62 eV

=====

Energy comparison, zero being the most stable, in kcal/mol: *P* 35.0; *Q* 0.0.

=====

*P*
# C3H4ClFN2

A cluster of 2 separate species, C3H4ClFN2 in total (ωB97M-V/def2-TZVPD, the OMol25 dataset).

Geometry as XYZ:
```
11
Properties=species:S:1:pos:R:3:mulliken_charge:R:1
C -0.77948 -1.50585 0.73126 0.481
C -0.84960 0.27137 -0.97520 -0.725
C 1.33024 0.37005 0.58601 0.122
N -1.19116 -2.04899 1.65670 -0.454
N -0.22915 -0.77811 -0.19280 -0.365
F 0.75589 1.32554 1.22668 -0.142
Cl 2.15366 0.99897 -0.78298 -0.066
H -1.79266 0.52996 -0.57764 0.296
H -0.23123 1.23616 -1.05003 0.262
H -1.12598 -0.15266 -1.94962 0.280
H 1.95946 -0.24644 1.32761 0.311
```

Summary:
LUMO (spin up / spin down) = -0.7 / -0.7 eV
HOMO-LUMO gap (spin up / spin down) = 8.64 / 8.64 eV

=====

*Q*
# C3H4ClFN2

A cluster of 2 separate species, C3H4ClFN2 in total (ωB97M-V/def2-TZVPD, the OMol25 dataset).

Geometry as XYZ:
```
11
Properties=species:S:1:pos:R:3:mulliken_charge:R:1
C 0.50206 1.31899 0.87304 0.540
C 1.27327 -0.62503 -0.32586 -0.831
C -1.55871 -0.21444 -0.10889 0.225
N 0.54643 2.43477 1.15642 -0.494
N 0.49548 0.04831 0.65802 -0.431
F -1.97319 1.05772 -0.25695 -0.145
Cl -2.48842 -1.25094 1.00121 -0.074
H 2.25334 -0.23131 -0.39463 0.385
H 1.23762 -1.59616 -0.13352 0.299
H 0.88079 -0.29232 -1.39946 0.268
H -1.16868 -0.64959 -1.06937 0.258
```

Summary:
LUMO (spin up / spin down) = -1.1 / -1.1 eV
HOMO-LUMO gap (spin up / spin down) = 8.15 / 8.15 eV

=====

Energy comparison, zero being the most stable, in kcal/mol: *P* 0.0; *Q* 11.0.

=====

*P*
# C5H10OS

A cluster of 2 separate species, C5H10OS in total (ωB97M-V/def2-TZVPD, the OMol25 dataset).

Geometry as XYZ:
```
17
Properties=species:S:1:pos:R:3:mulliken_charge:R:1
C -0.39551 1.63756 -0.91837 -0.865
S 0.43126 0.06813 -1.33918 -0.114
C 0.88996 -0.46190 0.25434 -0.094
C 2.10200 -1.49701 0.39117 -0.724
C 2.25258 -0.01866 0.81694 -0.536
H -1.24688 1.77240 -1.63979 0.268
H -0.42629 1.70020 0.15892 0.303
H 0.18977 2.49936 -1.34137 0.312
H 0.13535 -0.67061 1.03803 0.346
H 2.66457 -1.54210 -0.62394 0.206
H 2.06943 -2.21752 1.12046 0.337
H 2.17688 0.24039 1.84138 0.284
H 2.76133 0.63003 0.21064 0.278
C -3.33719 -0.57706 0.03699 -0.015
O -2.80189 -1.40138 0.66075 -0.353
H -4.17061 -0.68264 -0.82097 0.178
H -3.29474 0.52081 0.15403 0.190
```

Summary:
LUMO = 0.8 eV
HOMO-LUMO gap = 9.09 eV

=====

*Q*
# C5H10OS

A cluster of 3 separate species, C5H10OS in total (ωB97M-V/def2-TZVPD, the OMol25 dataset).

Geometry as XYZ:
```
17
Properties=species:S:1:pos:R:3:mulliken_charge:R:1
O 2.19967 -1.60764 -0.25433 -0.261
C 2.18281 -0.42208 -0.77114 0.040
C -1.06605 -0.62655 -1.36249 -0.369
C -1.55557 -1.30813 -0.07872 0.108
C -0.67696 -1.60559 0.85807 -0.809
S -1.24146 2.28500 1.01345 -0.166
C 0.58061 2.36425 0.73122 -0.154
H 2.54774 0.39897 -0.00497 0.297
H 0.01525 -0.93825 -1.44475 0.016
H -1.10156 0.60256 -1.17714 0.023
H -1.71471 -1.08515 -2.22746 0.318
H -2.53734 -1.74229 0.01632 0.344
H -0.82933 -2.31107 1.65689 0.249
H 0.23805 -1.12477 1.02245 0.160
H 0.82731 3.12106 -0.00711 0.356
H 1.10421 2.58859 1.69517 0.307
H 1.02731 1.41110 0.33454 -0.460
```

Summary:
LUMO = -4.3 eV
HOMO-LUMO gap = 3.37 eV

=====

*R*
# C5H10OS

A cluster of 3 separate species, C5H10OS in total (ωB97M-V/def2-TZVPD, the OMol25 dataset).

Geometry as XYZ:
```
17
Properties=species:S:1:pos:R:3:mulliken_charge:R:1
O -2.57282 -1.10821 -1.23150 -0.083
C -1.55220 -1.21813 -1.70804 0.080
C -0.57460 1.62742 -0.50234 -0.260
C -0.46658 1.39251 0.99730 -0.043
C -1.39104 0.66598 1.65004 -0.754
S 2.32527 0.02398 0.20887 -0.274
C 1.41542 -1.46058 -0.19051 -0.395
H -0.67808 -1.79303 -1.17930 0.473
H -0.87753 0.68430 -0.91219 -0.260
H 0.38859 1.93758 -0.86863 0.292
H -1.35180 2.36701 -0.61665 0.343
H 0.16524 1.97507 1.65788 0.314
H -1.51041 0.69693 2.72534 0.267
H -1.66553 -0.33402 1.32602 0.132
H 1.89476 -1.86652 -1.08223 0.324
H 1.52858 -2.25852 0.54866 0.361
H 0.34932 -1.23201 -0.36119 -0.516
```

Summary:
LUMO = -3.2 eV
HOMO-LUMO gap = 4.18 eV

=====

Energy comparison, zero being the most stable, in kcal/mol: *P* 0.0; *Q* 127.4; *R* 93.0.